A 20-piece molecular cluster, C62H171N19O27 overall in a non-equilibrium geometry, computed with the ωB97M-V functional and the def2-TZVPD basis.

The geometry in XYZ format:
```
279
Properties=species:S:1:pos:R:3:forces:R:3:mulliken_charge:R:1
C -8.2635 33.7120 10.9874 -0.876 -1.218 0.186 0.480
O -9.2677 33.9288 10.3063 0.045 0.325 -0.204 -0.842
N -8.3208 33.4232 12.3184 1.148 0.292 0.012 0.131
N -7.0204 33.5623 10.4319 -0.385 0.396 0.675 -0.385
H -9.1582 33.3726 12.8732 -0.340 0.142 -0.374 -0.218
H -7.4282 33.2526 12.7878 -0.551 -0.037 0.034 0.414
H -6.3013 33.2292 11.0551 0.346 -0.042 -0.420 0.282
H -6.9722 33.5586 9.4324 0.210 0.044 0.005 0.200
C -12.5214 20.1295 17.3522 -0.149 -0.478 -0.774 0.467
O -12.4681 18.9488 16.9819 -0.144 0.604 0.323 -0.728
N -12.0247 21.1512 16.5867 0.181 -0.380 0.114 -0.038
N -13.1053 20.5662 18.4881 0.104 -0.459 0.334 0.374
H -11.7611 20.8824 15.6554 0.034 0.301 0.003 0.227
H -12.3681 22.0719 16.7960 0.208 0.190 -0.317 -0.046
H -13.5460 19.8710 19.0865 0.191 0.361 -0.065 0.087
H -12.8669 21.4999 18.7823 -0.421 0.029 0.282 0.294
C -12.3744 31.4794 10.7811 -0.086 -0.012 0.440 0.361
O -12.9961 30.4806 11.1463 0.608 0.152 -0.086 -0.411
N -12.9207 32.4165 9.9693 -0.608 0.221 -0.642 -0.345
N -11.1179 31.8344 11.1706 -0.208 -0.711 0.254 0.574
H -13.7830 32.2022 9.5020 -0.006 0.075 0.128 0.231
H -12.4708 33.2981 9.8068 0.033 -0.012 -0.111 0.140
H -10.6556 31.2101 11.8117 0.100 0.137 -0.039 -0.754
H -10.5994 32.5213 10.6361 0.294 0.086 0.316 0.068
C -4.8982 32.3485 13.8668 -0.936 -1.024 -0.316 0.391
O -5.7243 32.7469 13.0355 0.880 0.149 0.167 -0.628
N -3.5724 32.3130 13.6233 0.069 0.417 -0.162 -0.453
N -5.3102 31.7271 15.0046 -0.493 0.218 0.148 -0.130
H -3.2765 32.6435 12.7221 0.285 0.022 0.189 0.237
H -2.9390 31.9914 14.3289 0.260 0.013 -0.224 0.157
H -4.6981 31.6071 15.7921 0.087 0.016 -0.041 0.246
H -6.2939 31.8955 15.2148 0.260 0.189 0.194 0.082
C -11.8824 24.0833 19.5260 -0.848 0.019 -1.808 0.178
O -12.7043 23.4385 18.8645 0.488 -0.134 1.074 -0.642
N -12.0505 24.3684 20.8372 0.336 0.088 -0.422 -0.383
N -10.8296 24.7132 18.9232 -0.021 -0.131 0.651 -0.163
H -11.2128 24.7301 21.2535 -0.455 -0.096 1.017 0.188
H -12.8152 23.8975 21.2893 0.306 0.037 0.434 0.302
H -10.1285 25.0931 19.5335 0.260 0.100 -0.326 0.266
H -10.5805 24.4455 17.9790 0.084 -0.296 0.007 -0.063
C -9.1253 24.5141 16.0563 -0.799 -0.123 -0.865 0.275
O -9.9204 23.5816 16.2405 0.397 0.504 0.219 -0.679
N -9.4923 25.6700 15.4597 -0.717 0.574 -0.025 0.840
N -7.8139 24.4377 16.3601 0.662 -0.611 0.731 -0.052
H -8.9086 26.4862 15.3842 0.437 -0.286 0.004 0.015
H -10.3624 25.7486 14.9296 0.369 -0.233 0.126 0.188
H -7.5410 23.6542 16.9310 0.022 0.103 -0.061 0.235
H -7.2203 25.2465 16.2940 0.132 0.161 -0.187 -0.097
C -7.5939 28.4054 17.3870 0.787 0.034 1.633 -0.986
C -6.4211 27.4028 17.3451 -1.734 0.511 -0.714 -0.174
O -6.2221 27.0802 15.9706 0.577 -0.167 0.108 -0.283
H -7.2381 29.4146 17.1797 -0.245 -0.077 -0.877 0.208
H -7.8845 28.5330 18.4382 -0.147 -0.313 0.034 0.446
H -8.4883 28.0818 16.8656 0.120 0.164 -0.386 -0.033
H -6.7433 26.4921 17.8594 0.283 0.050 0.405 0.152
H -5.5866 27.8834 17.8609 0.365 -0.353 -0.244 0.473
H -5.3773 26.5535 15.8760 -0.267 0.344 0.335 0.215
C -7.6532 35.5128 15.3291 0.841 0.393 0.747 -0.908
C -7.6744 34.3708 16.3566 -1.277 0.296 -0.428 -0.324
O -7.7334 33.1228 15.6945 -0.126 -0.300 -0.196 -0.172
H -7.5756 36.4574 15.8759 -0.054 0.074 -0.108 0.392
H -8.5456 35.5695 14.7075 -0.165 -0.309 0.172 0.184
H -6.8016 35.4665 14.6488 0.074 -0.198 0.083 0.199
H -8.6084 34.4843 16.9273 0.093 0.052 0.129 0.216
H -6.8942 34.3332 17.1176 0.381 0.252 -0.468 0.395
H -8.5693 33.1609 15.1862 0.055 -0.455 0.116 0.103
C -13.3308 30.1320 16.8344 0.426 -0.618 -0.663 -1.417
C -12.4961 29.5807 15.6797 0.411 1.672 -0.057 1.587
O -11.4115 30.4970 15.3723 0.026 -0.582 -0.191 -0.968
H -14.0909 29.3682 17.0116 -0.083 0.141 0.416 0.322
H -13.8445 31.0475 16.5424 0.000 -0.002 -0.195 0.331
H -12.7500 30.3478 17.7299 0.136 -0.460 -0.436 0.083
H -13.1407 29.5611 14.7975 -0.022 -0.491 -0.079 0.410
H -11.9990 28.6269 15.8657 -0.543 -0.277 0.290 -1.072
H -10.9133 30.0221 14.6681 -0.161 0.428 0.312 0.411
C -9.7292 28.8899 8.6412 -1.144 -0.306 -0.648 -0.621
C -8.7287 29.9806 8.9045 -0.324 -0.085 1.033 0.565
O -8.3574 30.5907 7.6837 0.254 -0.263 -0.190 -0.579
H -10.5744 29.3356 8.1076 0.227 -0.115 -0.456 0.274
H -10.2573 28.4250 9.4764 0.560 0.347 0.574 -0.164
H -9.3356 28.0375 8.0858 0.169 0.264 -0.278 0.405
H -7.8824 29.5566 9.4596 0.241 0.179 -0.186 0.226
H -9.1951 30.7452 9.5363 0.039 -0.101 0.166 -0.232
H -7.7521 31.3052 7.8990 -0.025 0.040 -0.086 0.303
C -12.6148 33.5450 14.2969 -0.867 -0.430 -0.644 -0.925
C -11.2644 33.9297 14.8034 0.271 0.213 0.428 -0.285
O -10.3007 32.8991 14.5522 0.133 0.393 0.095 0.414
H -13.0361 32.6086 14.6671 0.369 0.002 0.467 -0.035
H -12.5366 33.3624 13.2217 -0.095 0.295 -0.058 0.064
H -13.3636 34.3142 14.4936 0.115 0.138 -0.118 0.474
H -11.2502 34.2045 15.8641 -0.160 -0.279 0.121 0.389
H -10.9569 34.8480 14.2970 0.305 -0.223 -0.242 0.293
H -10.6479 32.0858 14.9691 -0.138 0.021 -0.085 0.147
C -11.1875 23.8171 9.8721 0.610 0.279 0.212 -0.415
C -10.3908 25.0046 9.4112 1.377 -0.091 -1.282 0.321
O -9.0298 24.6409 9.0920 0.257 0.179 0.774 -0.581
H -12.1807 24.2314 10.0533 -0.226 -0.998 0.042 -0.294
H -10.7211 23.3963 10.7656 -0.287 0.361 0.347 0.255
H -11.0881 22.9869 9.1723 -0.731 0.230 -0.382 0.440
H -10.3453 25.7895 10.1671 0.102 -0.077 0.070 -0.379
H -10.7294 25.4623 8.4769 -0.859 0.032 0.292 0.363
H -9.0122 24.1537 8.2650 -0.184 -0.004 -0.018 0.320
C -15.6068 27.6073 13.0996 -0.372 -0.831 -0.432 0.339
C -15.8861 28.0698 14.5003 -0.206 0.940 -0.698 -0.251
O -16.5450 29.3601 14.4753 0.330 -0.437 0.395 -0.556
H -16.5537 27.4393 12.5819 0.045 -0.271 -0.043 0.388
H -15.0647 26.6644 13.2168 -0.803 -0.008 -0.420 -0.281
H -15.0206 28.2237 12.4156 0.184 0.503 0.553 0.174
H -14.9393 28.1159 15.0407 -0.220 0.194 0.386 -0.438
H -16.5671 27.3530 14.9613 0.293 -0.151 0.248 0.687
H -17.4452 29.1924 14.7629 -0.029 0.258 -0.009 0.357
C -16.4524 21.9335 15.7417 -0.629 0.298 -0.167 0.106
O -15.4721 20.9927 16.0707 -0.069 -0.373 -0.037 0.262
C -15.5936 19.7900 15.3419 -0.158 -1.148 -1.033 -0.875
C -16.3948 18.6709 16.0271 0.362 1.116 0.499 -0.775
N -15.6830 18.2884 17.2597 -0.931 0.272 0.132 -0.341
C -16.3495 18.7518 18.4787 -0.080 0.546 0.764 0.185
C -15.7801 18.0338 19.6972 -0.269 -0.153 -0.275 -1.012
O -14.4318 18.4387 19.7827 0.298 -0.848 0.683 -0.456
C -13.6596 17.5858 20.6194 0.400 0.221 -0.736 -1.022
H -16.2671 22.8269 16.3349 0.125 0.093 -0.168 -0.094
H -17.4904 21.6349 15.9442 0.071 -0.388 0.384 0.254
H -16.4782 22.1693 14.6707 0.426 -0.064 0.263 -0.168
H -14.6083 19.3593 15.1455 0.287 0.405 0.281 0.435
H -16.0201 19.9634 14.3455 -0.106 0.285 -0.014 0.395
H -16.5192 17.8182 15.3579 0.144 0.030 -0.130 0.430
H -17.3936 19.0762 16.2226 -0.093 -0.223 0.266 0.281
H -14.8090 18.8021 17.2359 0.381 -0.505 0.051 0.021
H -17.4394 18.6836 18.4505 0.017 -0.607 -0.221 0.593
H -16.2061 19.8252 18.6561 0.207 0.076 -0.100 -0.066
H -15.8641 16.9498 19.5488 0.259 -0.027 -0.165 0.415
H -16.2515 18.2318 20.6690 -0.373 0.369 -0.249 0.276
H -12.6271 17.8836 20.4420 0.060 0.053 0.317 0.323
H -13.7277 16.5413 20.3066 -0.240 -0.038 -0.076 0.332
H -13.9212 17.6549 21.6773 -0.108 0.191 0.043 0.316
C -19.3463 26.0756 9.3880 -0.268 -0.733 0.276 -0.751
O -18.2034 26.8736 9.3454 0.121 1.038 -0.043 -0.068
C -18.4391 28.0934 8.6218 -0.709 -1.032 -0.793 -0.899
C -17.3258 29.0908 8.7907 -0.261 -0.793 0.355 -0.352
N -16.0775 28.6280 8.2056 0.376 0.615 0.344 -0.376
C -14.9230 29.3364 8.7618 0.669 -0.323 0.048 -0.492
C -13.6351 28.6263 8.3382 -0.317 0.544 -1.272 -0.004
O -13.7423 27.2350 8.5070 1.018 -0.473 0.490 -0.532
C -13.6971 26.7754 9.8588 -1.278 0.326 -0.372 1.277
H -20.2385 26.5431 9.8234 0.229 0.419 0.143 0.354
H -19.0877 25.2301 10.0248 -0.113 -0.095 -0.099 0.041
H -19.6795 25.7013 8.4115 0.318 0.033 -0.188 0.336
H -19.4164 28.4875 8.9187 0.143 0.344 0.344 0.492
H -18.5909 27.7968 7.5762 0.272 0.196 -0.219 0.391
H -17.2890 29.2360 9.8797 0.418 0.303 0.068 0.213
H -17.6309 30.0272 8.3217 0.019 0.083 0.028 0.314
H -15.9042 27.6451 8.3791 -0.352 -0.080 0.023 0.289
H -14.8951 29.3830 9.8572 -0.398 0.021 0.128 0.264
H -14.8725 30.3705 8.4105 -0.154 0.027 -0.113 0.474
H -12.7352 29.0891 8.7559 -0.182 -0.270 0.696 -0.401
H -13.4792 28.7491 7.2614 -0.291 -0.047 -0.067 0.455
H -13.2285 25.7932 9.8940 0.173 0.254 -0.038 -0.653
H -14.7439 26.6509 10.1574 0.030 -0.162 0.446 -0.130
H -13.2600 27.4923 10.5566 0.250 -0.015 -0.236 -0.360
C -4.6636 27.2731 11.9147 0.113 0.240 -0.416 -0.503
O -4.1467 25.9832 12.1544 0.228 0.037 0.165 -0.447
C -4.3959 25.4624 13.4453 0.206 -0.276 -0.252 -0.311
C -3.4318 26.0067 14.5046 -0.099 0.449 -0.083 -0.713
N -3.8352 25.6985 15.8847 0.082 0.650 -0.643 -0.191
C -4.0220 24.2948 16.1862 -0.762 -0.156 -1.349 -0.576
C -4.5306 24.0443 17.5539 0.793 -0.916 2.330 -0.393
O -3.4343 24.0326 18.4902 0.285 0.514 -0.658 -0.392
C -3.7763 23.6488 19.7830 -0.477 -0.790 0.661 -0.742
H -4.1891 28.0628 12.5043 -0.023 -0.112 0.306 0.275
H -5.7496 27.3289 12.0339 -0.035 -0.138 0.198 0.084
H -4.4384 27.5126 10.8754 -0.030 -0.144 -0.023 0.314
H -4.2235 24.3883 13.3650 -0.082 -0.043 -0.144 0.277
H -5.4580 25.5913 13.6773 0.019 0.227 0.420 0.294
H -3.3877 27.0964 14.4546 -0.198 0.078 -0.137 0.448
H -2.4037 25.6894 14.2908 -0.114 -0.364 -0.129 0.281
H -3.1450 26.1774 16.4505 -0.097 -0.506 0.559 0.216
H -3.2002 23.6563 15.8396 0.406 0.022 0.806 0.425
H -4.8222 23.9081 15.5410 -0.173 0.445 -0.100 0.378
H -5.0402 23.0744 17.6079 0.148 -0.195 -0.172 0.478
H -5.2418 24.7493 17.9898 -0.236 0.475 -0.759 0.012
H -4.0589 22.5880 19.7971 -0.022 -0.045 0.037 0.307
H -4.6127 24.1889 20.2461 -0.096 0.309 -0.397 0.265
H -2.9415 23.7645 20.4733 0.257 0.112 -0.370 0.280
C -16.8081 28.1320 21.0614 -0.421 0.189 0.579 -0.622
O -16.9555 26.7727 20.6969 -0.237 0.504 -0.059 -0.429
C -15.7882 26.1762 20.1919 0.109 -1.009 0.207 0.274
C -16.1805 25.0086 19.2801 0.209 0.856 0.727 -0.199
N -16.9283 23.9701 19.9977 0.333 -0.272 -0.592 -0.455
C -17.4001 23.0285 18.9690 -0.935 1.126 0.389 -0.027
C -18.5061 22.0806 19.3769 1.465 -1.208 0.931 -0.737
O -17.9310 21.0429 20.1679 0.816 -0.575 0.067 -0.252
C -18.8016 20.0828 20.7013 -0.937 0.434 -0.031 -0.955
H -16.3529 28.7192 20.2637 0.191 0.018 0.069 0.170
H -16.3005 28.2725 22.0213 0.659 -0.215 -0.226 0.278
H -17.7763 28.5787 21.2931 -0.297 -0.350 -0.482 0.336
H -15.1782 25.7487 21.0010 -0.087 0.093 0.231 0.294
H -15.1214 26.8837 19.6864 -0.321 0.153 -0.352 -0.414
H -15.2340 24.6282 18.8875 -0.230 -0.394 -0.086 -0.147
H -16.7881 25.4049 18.4568 0.121 0.091 -0.238 0.403
H -17.7500 24.4081 20.4017 0.075 0.092 0.127 0.301
H -16.5472 22.5324 18.5088 -0.093 -0.281 0.114 -0.032
H -17.9172 23.6325 18.2042 0.305 -0.033 -0.457 0.421
H -18.8441 21.6634 18.4225 -0.780 -0.043 0.228 0.244
H -19.2519 22.5220 20.0441 -0.451 0.474 -0.719 0.507
H -19.5596 20.5740 21.3242 -0.110 -0.001 0.073 0.366
H -18.2978 19.3583 21.3375 0.489 0.247 -0.114 0.252
H -19.3471 19.5113 19.9419 0.069 0.046 -0.249 0.360
C -8.5991 29.8723 13.5830 0.822 1.096 -1.080 -1.056
O -9.8976 29.3055 13.4776 1.690 -0.615 0.484 0.712
C -9.9609 28.3274 12.4315 -2.322 0.259 0.250 -0.414
C -11.3437 27.6891 12.5989 0.018 -0.347 -0.600 1.503
N -11.4504 26.6329 13.6090 -0.842 0.253 0.947 -0.405
C -12.6885 25.8307 13.3745 1.232 -0.271 -0.354 0.427
C -12.9539 24.8607 14.4977 -0.108 -0.401 -0.015 -0.349
O -13.4026 25.6053 15.6016 0.054 1.101 0.490 -0.305
C -13.3423 24.9056 16.8226 1.033 -1.564 -0.709 2.172
H -8.4664 30.6255 14.3582 -0.758 -0.277 0.497 0.220
H -8.3902 30.4557 12.6748 -0.031 -0.126 -0.177 0.036
H -7.7605 29.1811 13.6726 -0.338 -0.581 0.198 0.414
H -9.2214 27.5245 12.3912 0.465 0.353 0.578 0.224
H -9.9805 28.8657 11.4820 0.289 0.005 -0.079 -1.055
H -11.5857 27.2722 11.6159 -0.174 0.000 0.176 -1.099
H -12.1057 28.4157 12.8979 0.204 0.558 -0.880 -0.051
H -11.7434 27.1812 14.4184 0.506 -0.289 0.409 -0.201
H -12.4024 25.2514 12.4933 -0.791 -0.020 -0.312 -0.060
H -13.5475 26.4948 13.2561 0.509 -0.388 -0.421 -0.993
H -12.0575 24.2539 14.6861 0.170 0.295 0.424 0.423
H -13.7179 24.1087 14.2576 -0.067 0.218 -0.354 -0.277
H -13.9744 24.0093 16.7766 -0.469 0.276 0.246 -0.020
H -13.5119 25.4885 17.7236 -0.373 0.445 -0.445 -0.196
H -12.3474 24.4545 16.9278 -0.085 0.394 -0.150 -1.178
C -16.8278 33.7334 19.3111 0.191 -1.312 0.382 -0.748
O -16.3420 32.4058 19.5672 -0.014 0.204 -0.462 -0.291
C -14.9480 32.3399 19.4224 0.621 -0.147 0.131 -0.728
C -14.3815 30.9549 19.6162 -0.531 -0.838 0.385 0.116
N -14.3510 30.5580 21.0490 -0.084 0.474 -1.599 -0.236
C -13.5714 29.3487 21.2231 0.933 -0.063 1.485 0.576
C -12.0598 29.4582 20.9327 -0.301 -0.118 -0.011 -0.810
O -11.7167 29.2471 19.5770 -0.604 -0.041 -0.053 -0.288
C -11.6666 27.8702 19.2323 1.049 0.575 0.322 0.118
H -16.3220 34.3928 20.0173 -0.222 0.447 -0.128 0.309
H -17.8981 33.6676 19.4867 -0.009 0.309 0.119 0.233
H -16.6584 34.0217 18.2724 0.180 0.130 -0.018 0.292
H -14.4616 32.9811 20.1731 -0.027 0.281 -0.021 0.295
H -14.6003 32.6776 18.4388 -0.297 0.222 -0.138 0.306
H -13.3762 30.8767 19.1917 -0.241 0.516 0.250 0.104
H -14.9674 30.2137 19.0622 -0.131 0.118 0.037 0.201
H -13.8136 31.3395 21.4174 -0.057 -0.305 0.796 0.418
H -13.9506 28.4380 20.7580 -0.395 0.448 -0.551 -0.836
H -13.6730 29.0980 22.2860 0.207 0.019 0.093 0.452
H -11.5410 28.7453 21.5867 0.158 -0.104 -0.105 0.416
H -11.6716 30.4498 21.1753 -0.172 0.079 0.108 0.305
H -12.4153 27.2484 19.7279 -0.184 0.095 -0.148 0.156
H -10.6705 27.5659 19.5786 -0.085 -0.622 -0.212 0.239
H -11.7146 27.7985 18.1478 -0.119 -0.162 0.040 -0.384
C -16.5922 18.9311 6.1838 -0.351 1.090 -0.318 -0.739
O -16.8868 19.5436 7.4296 0.441 -0.420 -0.165 -0.308
C -17.7778 20.6158 7.3224 -0.461 0.552 0.165 -0.552
C -17.9119 21.2991 8.7046 -0.252 -0.591 -1.989 -0.578
N -16.8545 22.2792 8.8871 -0.091 -0.112 1.316 -0.247
C -16.9694 22.8420 10.2367 -0.253 1.118 -0.145 -0.698
C -15.7628 23.6670 10.6857 0.572 -1.063 0.251 -0.470
O -16.0999 24.4740 11.7958 -0.128 -0.267 0.561 0.251
C -16.2658 23.7061 12.9735 0.417 0.156 0.406 -1.871
H -16.6125 19.6974 5.3992 0.337 0.102 -0.023 0.312
H -17.3610 18.2321 5.8440 0.092 -0.434 0.442 0.283
H -15.5887 18.5199 6.2255 -0.134 -0.338 0.078 0.255
H -18.7431 20.2586 6.9378 -0.163 -0.011 0.269 0.385
H -17.4400 21.3562 6.5833 0.247 -0.028 -0.011 0.329
H -17.8763 20.4443 9.3795 0.188 0.445 0.571 0.311
H -18.8952 21.7842 8.7423 -0.182 -0.198 0.226 0.363
H -17.0129 23.0361 8.2318 0.124 -0.043 -0.122 0.291
H -17.2033 22.0618 10.9600 0.488 -0.334 -0.157 0.409
H -17.8093 23.5360 10.3918 -0.316 -0.033 -0.524 0.045
H -15.2839 24.3228 9.9594 -0.618 0.011 -0.388 0.326
H -14.9897 22.9240 10.9320 0.233 0.229 0.307 0.165
H -16.5913 24.3158 13.8172 -0.128 0.466 -0.325 0.436
H -15.3116 23.2877 13.3132 0.062 -0.187 -0.323 0.456
H -16.9818 22.8854 12.9090 -0.111 0.044 -0.435 0.644
```
Forces are in eV/Å.

Results
Highest occupied orbital energy (eV): -7.98
E_tot (eV): -150656.1427
LUMO (eV): -0.054
Net charge: 0
Maximum force (hartree/bohr): 0.0511